No. 1
12
Properties=species:S:1:pos:R:3 method="wB97M-V/def2-TZVPD" total_energy_ev=-22854.5121 smiles="COB(O)S(=O)(=O)[O-]" largest_force_ev_per_a=0.65 mol_weight_g_mol=138.9 relative_energy_kj_mol=139.42 homo_ev=-4.86 charge=-1 homo_lumo_gap_ha=0.305
H -0.78 -0.41 -1.99
O -0.39 -1.67 1.35
H 0.08 -2.38 0.90
S 1.35 0.48 0.87
O 2.39 -0.53 1.04
B -0.26 -0.47 0.67
H -2.08 0.76 -1.78
C -1.12 0.42 -1.38
O -1.34 0.01 -0.03
O 1.04 1.23 2.09
O 1.53 1.32 -0.31
H -0.41 1.24 -1.43

=====

No. 2
11
Properties=species:S:1:pos:R:3 method="wB97M-V/def2-TZVPD" total_energy_ev=-8775.9205 largest_force_ev_per_a=0.94 mol_weight_g_mol=87.1 relative_energy_kj_mol=171.18 homo_ev=-9.79 homo_lumo_gap_ha=0.390
O -1.08 -1.32 -1.69
C -0.11 -0.53 -1.90
H 1.69 0.53 1.29
H 0.23 -0.43 -2.95
H 0.39 0.83 2.49
O 0.49 0.16 -1.04
C -0.24 -0.09 0.72
H 0.53 1.84 1.03
C 0.65 0.84 1.43
H -1.30 -1.24 -0.42
N -1.14 -0.87 0.71

=====

No. 3
12
Properties=species:S:1:pos:R:3 method="wB97M-V/def2-TZVPD" total_energy_ev=-7222.3162 largest_force_ev_per_a=1.15 mol_weight_g_mol=82.1 relative_energy_kj_mol=315.97 homo_ev=-7.24 homo_lumo_gap_ha=0.293
C 0.95 -0.45 -0.37
N 2.71 1.44 -0.76
C -0.81 1.22 -0.22
H -0.96 -2.04 -0.80
H 1.21 -0.98 0.55
H -0.09 1.94 0.14
C -1.31 -1.11 -0.38
H -1.85 1.46 -0.38
H -2.35 -0.93 -0.17
C 1.89 0.65 -0.60
N -0.47 -0.07 -0.33
H 1.06 -1.16 -1.21

=====

No. 4
116
Properties=species:S:1:pos:R:3 method="wB97M-V/def2-TZVPD" total_energy_ev=-105641.7310 largest_force_ev_per_a=5.60 mol_weight_g_mol=858.1 homo_ev=-9.30 homo_lumo_gap_ha=0.348
H -2.84 4.73 1.12
C -1.63 9.24 4.10
C 0.89 -2.39 -4.73
H -2.79 1.21 -3.60
C 6.73 5.57 -1.26
N 0.43 -3.48 -5.31
C -0.01 5.92 -0.33
H -0.38 -8.80 4.63
H 2.98 -5.53 2.26
H -2.23 8.39 -1.04
O -5.48 -3.20 1.98
H -1.08 -4.14 0.14
S -4.52 -2.19 1.38
H -0.38 -11.07 0.99
C 0.81 -4.00 4.38
H 3.97 -6.23 4.42
H 0.49 -1.42 -5.18
H -1.75 7.99 2.35
C -4.04 0.86 -5.31
H 7.71 5.98 0.61
H -1.48 -2.02 0.14
H 2.04 -7.55 1.32
H 1.94 3.28 -2.47
C -2.08 9.44 5.40
C 1.42 -0.03 -1.35
C -0.03 -10.22 1.57
H 3.50 -3.31 -1.20
H -2.54 -2.83 2.01
C 4.33 5.77 -1.26
H -0.69 0.73 -4.81
C 3.09 -5.61 4.41
H -3.72 6.87 0.22
H -1.25 -1.17 -2.95
H -4.96 1.08 -4.78
C 6.76 5.92 0.09
H 2.11 -3.54 -3.30
C -4.05 -2.60 -0.37
H 0.85 2.90 -1.07
C -0.48 -10.04 2.87
H -0.46 4.13 0.77
C -2.82 0.94 -4.65
H 3.36 -2.03 0.09
H 1.03 5.66 -0.48
C -2.68 6.60 0.07
H 2.90 -1.93 -3.68
H -3.33 8.70 6.98
C -0.85 5.06 0.38
H 0.95 -4.12 2.23
C 0.89 -8.06 3.06
C -1.69 -1.37 -0.78
H 3.03 -3.76 0.53
C 1.50 1.11 -2.16
H -2.93 -0.06 -8.38
C -1.64 0.67 -5.33
C -2.99 7.25 3.94
C -2.09 8.15 3.36
C -2.98 8.55 5.97
H -0.93 9.93 3.65
H -3.75 -0.40 -0.78
Si 0.99 -1.81 -1.90
H -1.40 -0.30 -0.47
C -3.27 -1.39 -1.08
C 1.33 -8.24 1.75
C -3.44 7.45 5.24
C 5.52 5.49 -1.93
H 2.94 -5.51 6.55
C 5.58 6.20 0.76
H -5.03 0.44 -7.17
C -1.68 0.31 -6.68
O -3.15 -2.14 2.37
C -4.08 0.50 -6.66
H 5.49 5.21 -2.97
H 2.72 2.59 -0.89
C -1.84 7.45 -0.64
C -0.51 7.11 -0.84
H -3.43 -3.56 -0.38
C 1.89 -2.42 -3.47
C 2.51 -5.20 5.61
C -2.90 0.22 -7.34
C -0.93 -1.87 -2.09
H -1.72 10.29 5.97
C 1.82 2.57 -1.58
H -3.49 -1.50 -2.21
C 4.36 6.13 0.09
H -0.76 0.10 -7.21
C 1.00 -4.31 -0.84
Cl 1.71 0.25 0.45
Cl 1.24 0.96 -3.95
O 1.78 -5.18 -1.30
H -4.14 6.76 5.68
H -1.30 -2.91 -2.41
H 3.38 5.71 -1.78
C 2.53 -5.21 3.20
C 2.89 -2.98 -0.30
H 1.22 -9.47 -0.01
C -0.49 -4.85 -0.52
H 0.15 7.78 -1.40
H -5.03 -2.75 -0.94
C -0.02 -8.95 3.62
H 0.92 -4.07 6.52
H -0.38 -5.83 0.07
C 0.87 -9.32 1.01
H 3.44 6.35 0.61
H -3.34 6.40 3.37
H -1.00 -5.05 -1.51
C 1.39 -4.42 3.18
N 1.41 -2.91 -0.55
H 1.25 -7.22 3.64
H -1.19 -10.73 3.31
C -2.18 5.40 0.57
C 1.37 -4.39 5.59
H 7.66 5.36 -1.78
H 5.60 6.47 1.81
H 0.84 -4.28 -4.80
H -0.07 -3.38 4.37
O -5.13 -0.83 1.39